A molecular structure, C7H15NO2. Source: the OMol25 dataset; level of theory: ωB97M-V/def2-TZVPD.

Geometry as ORCA input:
```
! wB97M-V def2-TZVPD RIJCOSX def2/J DEFGRID3
* xyz 0 1
C 1.42 0.19 0.05
C 0.85 1.16 1.08
C 2.67 0.76 -0.61
C 0.38 -0.04 -1.10
O 1.78 -1.03 0.65
O 0.53 -0.04 -2.28
H 0.98 -1.38 1.10
H -0.87 1.07 -0.87
H 3.41 0.95 0.16
H 1.63 1.39 1.80
H 0.52 2.09 0.61
H -0.01 0.73 1.59
H 3.09 0.03 -1.31
H 2.44 1.68 -1.15
C -0.77 -1.51 -0.52
N -0.88 -1.71 0.91
C -1.91 0.56 -0.74
C -2.64 0.81 0.35
H -1.12 -2.68 1.13
H -1.63 -1.13 1.28
H -1.63 -1.81 -1.14
H 0.02 -2.16 -0.89
H -2.33 0.29 -1.70
H -2.23 1.20 1.27
H -3.70 0.61 0.34
*
```

Results
- Orbital gap: 9.057 eV
- Energy relative to the best compared isomer or geometry (same formula, charge and spin): 4.879 eV

---

2 unconnected molecules or ions with the total composition H3N3OS. Source: the OMol25 dataset; level of theory: ωB97M-V/def2-TZVPD.

Geometry as ORCA input:
```
! wB97M-V def2-TZVPD RIJCOSX def2/J DEFGRID3
* xyz 0 1
O 0.59 -2.31 0.10
N 0.89 -1.46 0.85
N 1.09 -0.43 1.31
S 1.31 0.64 2.43
N -0.69 0.78 -1.11
H -0.90 1.76 -1.20
H -1.19 0.43 -0.37
H -1.09 0.59 -2.00
*
```

Results
- Orbital gap (spin up / spin down): 8.889 / 8.888 eV
- Energy relative to the best compared isomer or geometry (same formula, charge and spin): 4.243 eV
- SMILES: O=NN=S.N

---

A molecular structure, C8H8N6SSbSe4Yb. Source: the OMol25 dataset; level of theory: ωB97M-V/def2-TZVPD.

Geometry as ORCA input:
```
! wB97M-V def2-TZVPD RIJCOSX def2/J DEFGRID3
* xyz 0 2
Yb -1.51 -0.81 -0.70
N -0.10 2.73 -2.13
C 0.78 2.21 -1.26
N 1.95 2.79 -1.23
C 2.89 2.08 -0.59
N 4.07 2.77 -0.37
N 2.76 0.84 0.03
C 1.47 0.48 0.11
N 0.46 1.06 -0.58
C 1.16 -0.45 1.25
C 2.08 -0.62 2.24
C 1.97 -1.63 3.25
C 0.81 -2.35 3.33
C -0.09 -2.16 2.23
N 0.06 -1.26 1.27
H 0.25 3.52 -2.66
H -1.03 2.38 -2.30
H 4.13 3.77 -0.62
H 4.82 2.37 0.18
H 3.04 -0.08 2.05
H 2.84 -1.91 3.92
H 0.55 -2.99 4.16
H -0.98 -2.83 2.20
S -4.09 -1.17 -0.62
Se -7.24 -3.18 -4.54
Sb -6.49 -2.09 -1.68
Se -4.77 -3.62 -2.25
Se -6.33 -0.87 -4.31
Se -3.47 1.00 -0.38
*
```

Results
- Orbital gap (spin up / spin down): 4.893 / 4.816 eV
- Expectation value of S²: 0.762
- Energy relative to the best compared isomer or geometry (same formula, charge and spin): 0.000 eV

---

A molecular structure, C20H15N4STc. Source: the OMol25 dataset; level of theory: ωB97M-V/def2-TZVPD.

Geometry as ORCA input:
```
! wB97M-V def2-TZVPD RIJCOSX def2/J DEFGRID3
* xyz 3 4
Tc -0.26 0.16 -0.33
C -3.48 -3.98 0.23
C -2.41 -4.66 -0.35
C -1.21 -4.02 -0.58
C -1.10 -2.69 -0.19
C -2.17 -2.00 0.41
C -3.37 -2.64 0.62
N 0.03 -1.89 -0.42
N 1.11 -2.36 -0.85
C 2.04 -1.35 -1.15
C 3.29 -1.70 -1.61
C 4.20 -0.68 -1.89
C 3.82 0.64 -1.69
C 2.55 0.92 -1.23
N 1.66 -0.06 -0.97
H -4.41 -4.50 0.39
H -2.53 -5.69 -0.64
H -0.38 -4.52 -1.06
H -2.05 -0.98 0.81
H -4.20 -2.14 1.08
H 3.53 -2.75 -1.74
H 5.19 -0.92 -2.26
H 4.50 1.46 -1.89
H 2.22 1.94 -1.05
S 0.42 2.35 3.44
C 0.79 0.69 3.73
C 0.63 -0.13 2.64
C 0.21 0.61 1.52
C 0.05 2.01 1.82
C -0.43 2.91 0.81
C -0.68 4.26 0.95
C -1.19 4.97 -0.14
C -1.43 4.31 -1.33
C -1.16 2.95 -1.42
N -0.67 2.26 -0.38
H 1.11 0.39 4.72
H 0.82 -1.19 2.68
H -0.50 4.76 1.89
H -1.39 6.03 -0.05
H -1.83 4.82 -2.20
H -1.34 2.40 -2.34
*
```

Results
- Orbital gap (spin up / spin down): 6.677 / 5.330 eV
- Expectation value of S²: 3.801
- Energy relative to the best compared isomer or geometry (same formula, charge and spin): 0.000 eV

---

11 unconnected molecules or ions with the total composition C3H28NO13. Source: the OMol25 dataset; level of theory: ωB97M-V/def2-TZVPD.

Geometry as ORCA input:
```
! wB97M-V def2-TZVPD RIJCOSX def2/J DEFGRID3
* xyz 2 2
O 0.96 0.30 0.87
C -0.25 0.05 0.97
O -0.76 -0.04 2.23
C -1.37 0.01 -0.07
C -2.02 -1.43 0.01
O -3.28 -1.53 -0.66
N -0.85 0.44 -1.40
H 1.05 2.54 2.21
H -2.12 0.82 0.43
H -2.05 -1.84 1.04
H -1.35 -2.21 -0.58
H -3.71 -2.42 -0.44
H -0.38 1.33 -1.33
H 0.09 -0.13 -1.69
H -1.63 0.37 -2.09
H -1.66 3.39 2.21
H -0.91 2.24 3.24
O -0.75 2.82 2.53
H -0.57 4.32 -1.12
H -0.80 3.66 0.26
O -0.87 3.41 -0.72
H 3.78 -0.03 -0.72
H 3.50 -1.37 -1.85
O 3.87 -0.49 -1.58
H -0.27 -1.69 -3.62
H -1.65 -2.44 -3.69
O -1.21 -1.63 -3.39
H 1.85 0.20 2.67
H 2.26 2.02 1.37
O 1.88 2.02 2.26
H -3.26 -0.56 -2.20
H -3.83 0.66 -2.51
O -3.13 0.12 -2.79
H 2.75 1.63 -1.72
H 1.83 1.69 -2.85
O 1.91 1.98 -2.00
H 1.00 -2.82 0.37
H 1.17 -4.26 -0.31
O 0.80 -3.43 -0.32
H 2.19 0.04 3.98
H 0.17 -0.06 2.90
O 1.45 -0.24 3.43
H 2.36 -2.96 2.75
H 1.66 -1.89 2.05
O 2.15 -2.61 1.90
*
```

Results
- Orbital gap (spin up / spin down): 9.556 / 3.973 eV
- Expectation value of S²: 0.758

---

C4H7NS in the gas phase. Source: the OMol25 dataset; level of theory: ωB97M-V/def2-TZVPD.

Geometry as ORCA input:
```
! wB97M-V def2-TZVPD RIJCOSX def2/J DEFGRID3
* xyz 0 1
S 1.34 1.50 -0.24
C 0.26 0.34 -0.09
C 0.11 -0.84 -0.92
C -0.99 -1.70 -0.31
N -1.47 -0.85 0.76
C -0.40 0.12 1.12
H -0.11 -0.21 -1.92
H 0.92 -1.36 -1.30
H -1.92 -1.97 -1.02
H -0.69 -2.45 0.30
H -2.43 -0.48 0.38
H 0.02 -0.21 2.01
H -0.85 1.16 1.29
*
```

Results
- Orbital gap: 8.221 eV
- Energy relative to the best compared isomer or geometry (same formula, charge and spin): 3.104 eV
- SMILES: S=C1CCNC1

---

C2H6N2O in the gas phase. Source: the OMol25 dataset; level of theory: ωB97M-V/def2-TZVPD.

Geometry as ORCA input:
```
! wB97M-V def2-TZVPD RIJCOSX def2/J DEFGRID3
* xyz 0 1
N 1.79 -0.59 0.15
N 1.28 0.71 0.09
C 0.03 0.73 -0.16
C -0.80 -0.50 -0.09
O -2.18 -0.06 0.00
H 2.85 -0.46 -0.04
H 1.46 -1.14 -0.73
H -0.26 1.81 -0.41
H -0.73 -1.22 -0.93
H -0.47 -0.91 0.89
H -2.28 0.18 0.98
*
```

Results
- Orbital gap: 10.065 eV
- Energy relative to the best compared isomer or geometry (same formula, charge and spin): 3.131 eV
- SMILES: N/N=C\CO

---

CH2N2O2S2 in the gas phase. Source: the OMol25 dataset; level of theory: ωB97M-V/def2-TZVPD.

Geometry as ORCA input:
```
! wB97M-V def2-TZVPD RIJCOSX def2/J DEFGRID3
* xyz 0 1
N -3.22 0.06 -0.06
C -2.27 0.63 0.05
S -0.67 1.63 0.07
S 0.19 -0.36 0.14
N 1.78 0.12 -0.17
O 0.13 -0.99 1.43
O -0.22 -0.87 -1.08
H 2.38 0.24 0.59
H 1.90 -0.45 -0.97
*
```

Results
- Orbital gap: 10.094 eV
- Energy relative to the best compared isomer or geometry (same formula, charge and spin): 1.641 eV
- SMILES: N#CSS(N)(=O)=O

---

2 unconnected molecules or ions with the total composition C21H14Cl2N3O8. Source: the OMol25 dataset; level of theory: ωB97M-V/def2-TZVPD.

Geometry as ORCA input:
```
! wB97M-V def2-TZVPD RIJCOSX def2/J DEFGRID3
* xyz -1 1
N -1.32 -2.84 2.95
C -0.34 -2.23 2.95
C 0.85 -1.50 2.96
C 0.85 -0.13 2.97
C -0.33 0.60 2.98
N -1.31 1.23 2.99
C 2.11 0.61 2.97
O 2.13 1.83 2.97
C 3.35 -0.14 2.97
Cl 4.82 0.74 2.99
C 3.35 -1.50 2.97
Cl 4.82 -2.37 3.02
C 2.11 -2.24 2.96
O 2.13 -3.46 2.95
C -3.20 -3.46 -1.56
C -3.14 -2.11 -0.87
O -1.84 -1.57 -0.86
C -1.86 -0.19 -0.81
C -0.59 0.54 -0.79
C 0.64 -0.19 -1.08
O 1.73 0.36 -1.04
O 0.53 -1.51 -1.46
C 1.71 -2.01 -2.03
C 1.43 -3.35 -2.70
C -0.58 1.97 -0.63
C 0.62 2.70 -0.62
C 0.63 4.07 -0.63
C -0.56 4.78 -0.63
N -0.56 6.23 -0.83
O -1.64 6.80 -0.98
O 0.53 6.82 -0.87
C -1.75 4.10 -0.55
C -1.77 2.73 -0.54
O -2.92 0.41 -0.78
H -4.19 -3.90 -1.53
H -2.91 -3.36 -2.61
H -2.50 -4.16 -1.10
H -3.80 -1.38 -1.37
H -3.47 -2.17 0.18
H 2.05 -1.26 -2.75
H 2.47 -2.08 -1.25
H 2.31 -3.79 -3.16
H 1.04 -4.06 -1.96
H 0.66 -3.23 -3.46
H 1.55 2.17 -0.63
H 1.57 4.61 -0.66
H -2.67 4.66 -0.53
H -2.71 2.21 -0.49
*
```

Results
- Orbital gap: 3.095 eV
- Energy relative to the best compared isomer or geometry (same formula, charge and spin): 0.462 eV

---

A molecular structure, C18H27N2O5P2SYb. Source: the OMol25 dataset; level of theory: ωB97M-V/def2-TZVPD.

Geometry as ORCA input:
```
! wB97M-V def2-TZVPD RIJCOSX def2/J DEFGRID3
* xyz 2 2
Yb 0.95 -0.53 0.17
P -1.04 -1.75 1.85
C -0.58 -2.98 0.62
C -0.92 -2.78 -0.79
N -0.48 -1.63 -1.40
C -0.95 -1.27 -2.60
C -1.82 -2.10 -3.30
C -2.21 -3.30 -2.73
C -1.75 -3.67 -1.48
C -0.52 0.07 -3.14
P 1.12 0.65 -2.53
H -2.04 -4.59 -0.96
H -2.16 -1.76 -4.26
H -2.88 -3.97 -3.26
H -0.49 0.01 -4.23
H -1.26 0.83 -2.84
H 1.12 -2.93 0.56
H -0.56 -4.02 1.00
H 3.12 -1.54 -0.09
O 2.05 -2.79 0.49
H 2.49 -3.48 -0.07
H 2.91 0.14 0.45
O 3.49 -0.66 -0.08
H 3.86 -0.34 -0.92
C 2.15 0.14 -3.94
H 1.69 0.45 -4.89
H 3.14 0.60 -3.85
H 2.26 -0.96 -3.93
C 0.89 2.42 -2.92
H 1.59 2.99 -2.29
H 1.09 2.62 -3.98
H -0.13 2.73 -2.65
C -2.82 -1.59 1.49
H -3.38 -2.26 2.15
H -3.07 -0.55 1.69
H -3.05 -1.82 0.44
C -1.07 -2.74 3.39
H -0.91 -2.02 4.21
H -2.05 -3.21 3.51
H -0.27 -3.49 3.40
O -1.66 2.10 -0.13
C -0.65 2.30 0.57
N 0.55 1.67 0.29
S 1.73 1.85 1.39
O 1.86 0.45 2.00
O 2.97 2.29 0.77
C 0.79 2.96 2.34
C 1.17 3.62 3.51
C 0.23 4.46 4.13
C -1.06 4.61 3.59
C -1.43 3.93 2.42
C -0.48 3.12 1.79
H 2.17 3.47 3.90
H 0.50 5.00 5.04
H -1.78 5.26 4.10
H -2.42 4.01 1.98
*
```

Results
- Orbital gap (spin up / spin down): 8.017 / 5.752 eV
- Expectation value of S²: 0.765
- Energy relative to the best compared isomer or geometry (same formula, charge and spin): 4.677 eV

---

A molecular structure, C34H23BClN2O6RuS2. Source: the OMol25 dataset; level of theory: ωB97M-V/def2-TZVPD.

Geometry as ORCA input:
```
! wB97M-V def2-TZVPD RIJCOSX def2/J DEFGRID3
* xyz -2 2
Ru 0.43 -0.82 -1.28
S -1.42 -2.27 -0.75
C -2.01 -2.72 -2.32
C -3.17 -3.56 -2.34
N -4.11 -4.24 -2.32
C -1.41 -2.37 -3.49
S 0.11 -1.54 -3.61
C -2.02 -2.76 -4.73
N -2.51 -3.06 -5.73
O 2.91 0.58 -2.21
C 1.95 0.11 -1.80
C 3.07 -1.45 5.12
C 2.54 -2.60 4.54
C 1.74 -2.51 3.42
C 1.44 -1.28 2.82
C 2.00 -0.13 3.40
C 2.79 -0.22 4.54
C 0.59 -1.27 1.63
C 0.45 -0.25 0.73
C 0.13 1.14 1.08
C 0.45 2.24 0.27
C 0.05 3.52 0.60
C -0.71 3.75 1.74
C -1.02 2.68 2.57
C -0.60 1.40 2.25
H 3.70 -1.52 6.00
H 2.77 -3.57 4.97
H 1.34 -3.42 2.96
H 1.80 0.83 2.96
H 3.19 0.69 4.98
H 0.16 -2.23 1.37
H 1.04 2.07 -0.62
H 0.30 4.34 -0.06
H -1.06 4.75 1.97
H -1.61 2.84 3.47
H -0.86 0.56 2.88
O 1.93 -3.48 -1.97
B 1.71 -2.44 -1.03
O 2.47 -2.76 0.13
C 3.08 -3.95 -0.11
C 3.89 -4.69 0.73
C 4.38 -5.90 0.23
C 4.06 -6.33 -1.05
C 3.23 -5.57 -1.89
C 2.75 -4.39 -1.39
H 4.12 -4.34 1.73
H 5.01 -6.51 0.85
H 4.45 -7.28 -1.41
H 2.96 -5.90 -2.88
C -1.48 4.03 -2.75
C -2.34 4.34 -1.56
C -2.00 5.43 -0.76
C -2.77 5.80 0.33
Cl -2.30 7.18 1.29
C -3.91 5.08 0.66
C -4.25 4.00 -0.12
C -3.50 3.62 -1.23
O -4.03 2.61 -1.96
C -3.16 1.60 -2.48
C -2.17 1.06 -1.44
O -2.53 1.02 -0.27
O -1.07 0.71 -1.97
H -0.73 4.81 -2.88
H -2.08 3.99 -3.67
H -0.97 3.07 -2.64
H -1.12 6.01 -1.00
H -4.50 5.36 1.52
H -5.12 3.40 0.12
H -2.63 1.92 -3.37
H -3.83 0.78 -2.76
*
```

Results
- Orbital gap (spin up / spin down): 5.741 / 5.697 eV
- Expectation value of S²: 0.772
- Energy relative to the best compared isomer or geometry (same formula, charge and spin): 0.709 eV

---

C18H12ClN3O3 in the gas phase. Source: the OMol25 dataset; level of theory: ωB97M-V/def2-TZVPD.

Geometry as ORCA input:
```
! wB97M-V def2-TZVPD RIJCOSX def2/J DEFGRID3
* xyz 0 1
C 1.92 3.73 0.23
C 1.17 2.51 0.07
N -0.13 2.71 0.05
N -0.78 1.36 0.01
C -2.28 1.28 0.20
C -3.11 2.33 0.18
C -4.36 2.38 0.03
C -4.97 0.78 0.02
C -4.08 -0.13 -0.02
Cl -4.84 -1.69 -0.04
C -2.79 0.13 -0.25
C 0.18 0.27 -0.14
N -0.06 -0.96 0.04
C 1.02 -1.72 0.18
C 0.88 -3.06 0.13
C -0.15 -3.96 0.05
C 0.21 -5.19 0.08
C 1.71 -4.98 -0.06
O 2.01 -3.78 0.12
C 2.38 -0.99 -0.09
C 2.50 0.39 -0.08
C 3.88 1.10 0.01
O 4.77 0.50 0.48
O 4.10 1.79 -0.90
C 1.43 1.10 0.01
H 1.21 4.54 0.27
H 2.50 4.03 -0.73
H 2.59 3.66 0.81
H -2.53 3.30 0.17
H -5.02 3.21 0.05
H -6.09 0.82 -0.10
H -2.17 -1.04 -0.06
H -1.20 -3.32 0.06
H -0.49 -5.92 0.15
H 2.30 -5.87 -0.09
H 3.26 -1.67 -0.08
H 5.02 2.36 -0.75
*
```

Results
- Orbital gap: 7.230 eV
- SMILES: Cc1nn(-c2cccc(Cl)c2)c2nc(-c3ccco3)cc(C(=O)O)c12

---

A molecular structure, C34H36HfNOP2S. Source: the OMol25 dataset; level of theory: ωB97M-V/def2-TZVPD.

Geometry as ORCA input:
```
! wB97M-V def2-TZVPD RIJCOSX def2/J DEFGRID3
* xyz 3 1
Hf -0.50 0.08 0.12
C 1.29 -1.81 2.01
P -0.14 -0.74 2.56
C 0.40 0.67 3.54
C 0.79 1.81 2.83
C 1.17 2.96 3.50
C 1.14 2.97 4.89
C 0.75 1.85 5.60
C 0.38 0.69 4.93
C -1.33 -1.71 3.48
C -1.09 -3.01 3.92
C -2.07 -3.67 4.66
C -3.27 -3.04 4.94
C -3.52 -1.74 4.50
C -2.55 -1.08 3.76
C 0.81 -2.47 0.75
C 0.48 -3.75 0.42
C -0.20 -3.72 -0.84
C -0.24 -2.42 -1.25
C -1.15 -1.69 -2.20
P -2.52 -1.11 -1.02
C -3.26 0.44 -1.60
C -2.77 1.61 -1.00
C -3.35 2.84 -1.22
C -4.46 2.92 -2.05
C -4.96 1.77 -2.66
C -4.36 0.54 -2.44
C -3.73 -2.43 -0.97
C -4.25 -2.80 0.27
C -5.21 -3.79 0.35
C -5.65 -4.41 -0.81
C -5.13 -4.05 -2.05
C -4.16 -3.07 -2.14
N 0.43 -1.63 -0.31
H 2.13 -1.14 1.83
H 1.60 -2.53 2.77
H 0.81 1.78 1.73
H 1.47 3.84 2.95
H 1.43 3.87 5.41
H 0.73 1.88 6.68
H 0.07 -0.19 5.49
H -0.16 -3.51 3.71
H -1.89 -4.67 5.01
H -4.03 -3.55 5.52
H -4.45 -1.25 4.73
H -2.72 -0.06 3.43
H 0.67 -4.64 1.01
H -0.60 -4.57 -1.37
H -0.68 -0.82 -2.65
H -1.54 -2.34 -2.99
H -1.94 1.55 -0.26
H -2.97 3.74 -0.74
H -4.93 3.88 -2.21
H -5.83 1.84 -3.30
H -4.77 -0.35 -2.90
H -3.89 -2.31 1.17
H -5.62 -4.07 1.31
H -6.40 -5.19 -0.76
H -5.47 -4.55 -2.95
H -3.77 -2.79 -3.11
C 0.59 0.86 -4.49
C 1.69 1.45 -3.62
S 1.89 0.53 -2.07
O 0.74 1.12 -1.14
C 3.40 1.32 -1.41
C 4.18 0.32 -0.57
H 0.58 1.38 -5.44
H -0.39 1.00 -4.03
H 0.75 -0.20 -4.69
H 1.51 2.50 -3.37
H 2.67 1.36 -4.11
H 3.07 2.19 -0.84
H 3.98 1.66 -2.27
H 3.55 -0.10 0.22
H 5.03 0.80 -0.11
H 4.55 -0.50 -1.18
*
```

Results
- Orbital gap: 6.507 eV

---

4 unconnected molecules or ions with the total composition CH9O4. Source: the OMol25 dataset; level of theory: ωB97M-V/def2-TZVPD.

Geometry as ORCA input:
```
! wB97M-V def2-TZVPD RIJCOSX def2/J DEFGRID3
* xyz -1 1
C -1.18 -1.30 -0.13
O -1.07 -0.12 0.62
H -0.29 -1.43 -0.77
H -1.45 -2.15 0.51
H -2.06 -1.24 -0.79
H 1.38 1.24 -0.94
H 1.97 -0.12 -0.73
O 2.06 0.65 -1.29
H 1.17 -1.03 1.43
H 0.11 -0.02 1.49
O 1.15 -0.12 1.75
H -0.49 1.07 -0.23
H -1.02 2.57 -0.35
O -0.28 1.99 -0.57
*
```

Results
- Orbital gap: 8.368 eV
- Energy relative to the best compared isomer or geometry (same formula, charge and spin): 0.530 eV

---

Number 1: calculated total energy -13083.4025 eV. Number 2: calculated total energy -17397.3296 eV. Number 3: calculated total energy -327655.4876 eV. Number 4: calculated total energy -39947.1741 eV. Number 5: calculated total energy -31651.4258 eV. Number 6: calculated total energy -16583.8271 eV. Number 7: calculated total energy -7196.6565 eV. Number 8: calculated total energy -29812.5098 eV. Number 9: calculated total energy -67896.4134 eV. Number 10: calculated total energy -93247.9082 eV. Number 11: calculated total energy -88352.7851 eV. Number 12: calculated total energy -41983.7613 eV. Number 13: calculated total energy -70074.1719 eV. Number 14: calculated total energy -9373.6550 eV.